(1)
Here is a structure of composition C3H2N5 from the Open Molecules 2025 dataset. Energies are from ωB97M-V with the def2-TZVPD basis set.

Values from the calculation:
Kohn-Sham gap (spin up / spin down): 0.2428 / 0.3284 Ha
Lowest unoccupied orbital energy (spin up / spin down): 1.981 / 3.423 eV
Energy above the lowest of the compared OMol25 structures with the same formula, charge and spin: 128.7 kcal per mole
Total charge: -1

Each line ends with the Mulliken charge.
Geometry (Å):
N 0.9060 1.5879 1.7774  -0.47
N 0.8246 -0.2891 -2.1155  -0.27
N 0.7383 -1.3791 -2.8046  -0.37
N -0.0015 -2.2992 -2.1796  -0.31
N -0.4383 -1.8089 -1.0155  -0.35
C 0.2400 1.3563 0.7441  -0.02
C -0.5483 1.1924 1.9767  -0.12
C 0.0937 -0.6334 -1.1076  0.51
H -1.0864 2.1578 2.3690  0.19
H -0.7281 0.1152 2.3557  0.19

(2)
Here is a structure of composition C2HBeO3 from the Open Molecules 2025 dataset. Energies are from ωB97M-V with the def2-TZVPD basis set.

Values from the calculation:
Kohn-Sham gap (spin up / spin down): 0.1885 / 0.4123 Ha
Spin multiplicity: 2
Lowest unoccupied orbital energy (spin up / spin down): -14.053 / -12.667 eV
Energy above the lowest of the compared OMol25 structures with the same formula, charge and spin: 55.8 kcal per mole
Total charge: +2

Each line ends with the Mulliken charge.
Geometry (Å):
O 1.8976 -1.1219 -1.1139  -0.18
O -0.4130 -1.4046 1.5487  0.05
O 1.2877 0.6179 0.0533  -0.20
C 0.9935 -0.4979 -0.2808  1.08
C 0.2597 -1.4373 0.6008  -0.05
Be 1.9159 -2.4023 -1.7180  0.67
H 2.6052 -0.3919 -1.2235  0.62

(3)
Here is a structure of composition C45H48N10S from the Open Molecules 2025 dataset. Energies are from ωB97M-V with the def2-TZVPD basis set.

Values from the calculation:
Kohn-Sham gap: 0.2857 Ha
Lowest unoccupied orbital energy: -0.822 eV
Energy above the lowest of the compared OMol25 structures with the same formula, charge and spin: 41.6 kcal per mole

Each line ends with the Mulliken charge.
Geometry (Å):
S -3.4194 0.3214 0.7800  0.23
N 2.5266 -3.7478 -1.7561  -0.49
N 3.4953 1.6988 0.7816  -0.56
N -7.0271 -3.7713 -0.0652  -0.28
N 0.2081 -7.0009 2.3474  -0.50
N -1.7854 -4.5970 -3.5775  -0.33
N -2.0165 -0.5517 1.0184  -0.62
N 7.2280 7.4741 1.7662  -0.32
N -3.0866 1.3447 -0.5141  -0.52
N -8.1836 3.1804 0.6830  -0.56
N 4.7897 6.4786 -1.8187  -0.55
C 0.6715 -5.8295 -1.8206  -0.33
C 7.0486 8.6229 3.8699  -0.54
C -6.7452 -5.0815 -0.0886  0.10
C 3.0743 8.3163 -0.6128  -0.35
C -8.0425 4.4345 1.1262  -0.24
C 3.4584 0.5862 -2.3156  -0.91
C -7.0766 2.5633 0.2539  -0.32
C 0.3071 -0.5334 -0.1889  -0.61
C 1.0695 0.0763 -1.2911  0.47
C 2.5397 -0.4008 -1.4927  0.02
C 5.2166 7.3127 -0.8623  -0.20
C -8.6372 -5.6363 1.2417  -0.16
C 4.2327 2.2492 -0.3784  -0.59
C 2.6086 7.4643 -1.6022  -0.37
C 7.0738 8.5923 2.4848  -0.24
C 0.3551 1.1043 -2.1363  -0.44
C -7.5136 -6.0468 0.5422  -0.71
C 7.1875 7.4257 4.5539  -0.10
C 4.4043 8.2420 -0.2313  -0.16
C -5.7000 4.4483 0.7116  -0.42
C -5.8194 3.1475 0.2491  -0.11
C -8.1180 -3.4014 0.6153  -0.27
C 0.0508 -6.8870 3.6710  -0.20
C 2.2957 -7.5359 4.1157  -0.13
C 1.3238 -5.4339 -2.9773  -0.32
C -1.0023 1.5594 -1.9191  -0.74
C 3.5171 2.0707 -1.7730  -0.48
C -4.0102 -3.6163 -2.2126  -0.51
C -3.0082 -5.1036 -3.7750  -0.45
C 1.0558 -7.1390 4.5913  -0.42
C -1.1126 -0.1000 0.0581  0.07
C 0.9537 -5.1764 -0.6314  -0.49
C -1.6807 -3.5964 -2.6936  -0.44
C -6.8325 5.1101 1.1598  -0.33
C 2.2373 -4.3960 -2.8917  -0.33
C 7.3618 6.3316 2.4493  -0.13
C 1.4137 -7.3837 1.9125  0.02
C 3.5012 6.5683 -2.1683  -0.24
C 1.8816 -4.1474 -0.6534  -0.37
C -4.1455 -4.6516 -3.1245  -0.36
C -1.7883 0.9618 -0.7954  1.01
C 2.4831 -7.6630 2.7483  -0.63
C -2.7547 -3.0751 -1.9886  -0.24
C -8.9494 -4.2869 1.2825  -0.48
C 7.3466 6.2534 3.8329  -0.53
H -4.7345 4.9410 0.7229  0.39
H 7.4568 5.2997 4.3323  0.35
H 0.9251 1.5817 -2.9809  0.32
H -8.9558 4.9092 1.4697  0.34
H -9.2634 -6.3607 1.7496  0.37
H 2.5307 -1.4005 -2.0520  -0.07
H 0.4640 -5.4583 0.2919  0.60
H -1.3924 2.3510 -2.6110  0.37
H -5.1111 -5.0981 -3.3257  0.41
H 3.1282 0.6202 -3.3897  0.33
H 4.3170 3.3693 -0.2081  0.20
H -6.7782 6.1266 1.5276  0.36
H 1.5115 -7.4652 0.8353  0.44
H -7.2211 1.5481 -0.1015  0.44
H 6.2642 7.2195 -0.6002  0.51
H 6.9228 9.5587 4.3989  0.34
H 4.0321 1.0172 1.3120  0.27
H 4.1380 2.6559 -2.5223  0.31
H 2.7753 -4.0531 -3.7697  0.35
H -0.0496 -6.6381 -1.8457  0.47
H -4.9559 2.5990 -0.1086  0.53
H -0.6778 -3.2037 -2.5548  0.60
H 1.1280 -5.9198 -3.9238  0.35
H -7.2392 -7.0922 0.4876  0.36
H 2.4071 9.0308 -0.1442  0.36
H 7.1716 7.4069 5.6374  0.36
H 4.5068 0.1651 -2.3003  0.43
H 0.7627 -1.3291 0.4607  0.20
H 2.1331 -3.6039 0.2522  0.52
H 6.9653 9.5035 1.9050  0.42
H -0.9372 -6.5769 3.9945  0.37
H 1.5764 7.4941 -1.9267  0.37
H 3.4369 -7.9709 2.3399  0.36
H 7.4869 5.4415 1.8417  0.38
H 2.5274 2.5976 -1.7186  0.27
H 3.1839 5.8787 -2.9440  0.38
H -3.0624 -5.9141 -4.4950  0.36
H -9.8184 -3.9295 1.8192  0.36
H -8.3234 -2.3360 0.6158  0.39
H 3.1074 -7.7436 4.8032  0.37
H 0.8725 -7.0278 5.6521  0.35
H -2.6115 -2.2664 -1.2828  0.39
H 5.3009 1.8766 -0.4034  0.33
H 2.5619 1.3683 0.5444  0.24
H 4.8030 8.8902 0.5378  0.25
H 3.0035 -0.6222 -0.4860  0.32
H -5.8546 -5.3537 -0.6457  0.31
H -4.8764 -3.2349 -1.6815  0.66